(1)
The following is a quantum chemistry calculation of 2 unconnected molecules or ions with the total composition C6H14N2O2, from the Open Molecules 2025 dataset.

XYZ file:
```
24
Properties=species:S:1:pos:R:3:lowdin_charge:R:1
C -1.23 1.99 0.12 -0.09
N -0.97 0.92 -0.83 0.00
C -0.81 1.27 -2.16 -0.55
C -0.41 0.11 -3.06 0.00
O -1.12 2.36 -2.60 0.06
H -1.62 1.57 1.04 0.07
H -0.37 2.62 0.31 0.09
H -2.05 2.62 -0.21 0.08
H -0.27 0.25 -0.54 0.09
H -0.23 -0.80 -2.50 0.06
H -1.20 0.02 -3.80 0.08
H 0.54 0.32 -3.56 0.08
C -0.82 -1.91 0.98 -0.09
N 0.55 -1.50 1.05 -0.01
C 1.03 -0.55 1.90 -0.56
C 2.53 -0.39 1.97 0.00
O 0.29 0.15 2.57 0.05
H -1.05 -2.84 1.52 0.09
H -1.48 -1.21 1.47 0.08
H -1.15 -2.06 -0.04 0.08
H 1.21 -1.94 0.43 0.13
H 2.71 0.24 2.84 0.08
H 3.04 -1.35 2.02 0.08
H 2.90 0.12 1.09 0.08
```

Summary:
**ΔE to the lowest compared entry with this formula, charge and spin**: 0.687 eV
**Net charge**: 0
**E**: -497.0323 Eh
**2S+1**: 1
**SMILES**: CNC(C)=O.CNC(C)=O
**E_HOMO**: -9.56 eV
**Largest force on an atom**: 1.2 eV/Å

(2)
The following is a quantum chemistry calculation of 2 unconnected molecules or ions with the total composition C6H14N2O2, from the Open Molecules 2025 dataset.

XYZ file:
```
24
Properties=species:S:1:pos:R:3:lowdin_charge:R:1
C -1.48 1.01 1.98 -0.07
N -1.38 -0.41 1.79 -0.01
C -1.85 -1.02 0.65 -0.57
C -1.74 -2.53 0.65 0.01
O -2.29 -0.36 -0.27 0.04
H -1.68 1.22 3.02 0.08
H -0.57 1.55 1.68 0.06
H -2.27 1.39 1.34 0.09
H -0.87 -1.00 2.43 0.13
H -2.68 -2.93 0.29 0.09
H -0.97 -2.84 -0.06 0.08
H -1.58 -2.91 1.65 0.07
C 0.50 -0.53 -2.01 -0.07
N 0.88 0.33 -0.91 0.01
C 2.10 0.95 -0.88 -0.55
C 2.36 1.83 0.32 -0.01
O 2.89 0.89 -1.80 0.04
H 0.09 0.03 -2.85 0.09
H 1.37 -1.08 -2.37 0.08
H -0.19 -1.28 -1.63 0.06
H 0.40 0.24 -0.04 0.09
H 3.19 2.47 0.04 0.08
H 1.48 2.40 0.59 0.06
H 2.63 1.24 1.21 0.08
```

Summary:
**ΔE to the lowest compared entry with this formula, charge and spin**: 0.567 eV
**Net charge**: 0
**E**: -497.0367 Eh
**2S+1**: 1
**SMILES**: CNC(C)=O.CNC(C)=O
**E_HOMO**: -9.49 eV
**Largest force on an atom**: 0.8 eV/Å

(3)
The following is a quantum chemistry calculation of 2 unconnected molecules or ions with the total composition C6H14N2O2, from the Open Molecules 2025 dataset.

XYZ file:
```
24
Properties=species:S:1:pos:R:3:lowdin_charge:R:1
C 0.19 -3.37 0.26 -0.08
N 0.32 -2.07 -0.35 0.01
C 1.39 -1.64 -1.05 -0.56
C 1.33 -0.29 -1.66 0.00
O 2.33 -2.39 -1.29 0.04
H 0.70 -3.33 1.23 0.09
H -0.83 -3.65 0.53 0.08
H 0.64 -4.19 -0.31 0.08
H -0.37 -1.43 -0.01 0.09
H 1.40 0.57 -0.97 0.06
H 2.19 -0.18 -2.32 0.08
H 0.40 0.00 -2.15 0.08
C 0.80 2.12 1.57 -0.09
N -0.50 2.39 1.00 0.00
C -1.37 1.34 0.74 -0.52
C -2.36 1.65 -0.35 -0.01
O -1.17 0.23 1.19 0.03
H 0.90 2.72 2.49 0.08
H 0.90 1.08 1.88 0.08
H 1.68 2.24 0.93 0.08
H -0.69 3.25 0.56 0.12
H -3.12 2.31 0.05 0.08
H -1.96 1.97 -1.31 0.08
H -2.79 0.68 -0.66 0.09
```

Summary:
**ΔE to the lowest compared entry with this formula, charge and spin**: 0.976 eV
**Net charge**: 0
**E**: -497.0217 Eh
**2S+1**: 1
**SMILES**: CNC(C)=O.CNC(C)=O
**E_HOMO**: -9.17 eV
**Largest force on an atom**: 2.8 eV/Å

(4)
The following is a quantum chemistry calculation of 2 unconnected molecules or ions with the total composition C6H14N2O2, from the Open Molecules 2025 dataset.

XYZ file:
```
24
Properties=species:S:1:pos:R:3:lowdin_charge:R:1
C -0.69 2.50 -1.13 -0.08
N -0.64 1.56 0.03 -0.01
C -1.95 1.14 0.38 -0.52
C -2.10 0.54 1.77 0.00
O -2.89 1.28 -0.36 0.07
H -0.80 3.54 -0.80 0.08
H 0.30 2.52 -1.59 0.07
H -1.41 2.14 -1.84 0.07
H -0.12 2.02 0.76 0.12
H -2.92 -0.18 1.80 0.09
H -1.24 -0.05 2.07 0.04
H -2.32 1.38 2.43 0.09
C 1.65 -1.46 -2.16 -0.06
N 1.32 -1.14 -0.76 0.00
C 1.47 -2.12 0.18 -0.56
C 1.20 -1.56 1.58 0.00
O 1.74 -3.27 -0.04 0.06
H 1.56 -2.51 -2.37 0.08
H 0.92 -0.93 -2.77 0.07
H 2.62 -0.99 -2.36 0.08
H 0.87 -0.25 -0.60 0.09
H 0.18 -1.18 1.59 0.04
H 1.40 -2.27 2.37 0.08
H 1.85 -0.71 1.82 0.08
```

Summary:
**ΔE to the lowest compared entry with this formula, charge and spin**: 1.067 eV
**Net charge**: 0
**E**: -497.0183 Eh
**2S+1**: 1
**SMILES**: CNC(C)=O.CNC(C)=O
**E_HOMO**: -9.54 eV
**Largest force on an atom**: 2.0 eV/Å